Here is a structure of composition C27H40Cl5N6O5PRuS from the OMol25 dataset. Energies are from ωB97M-V/def2-TZVPD.

Largest force on an atom, Eh/bohr: 0.0177
Charge: +2
Orbital gap (alpha / beta), hartree: 0.2325 / 0.2226
Spin multiplicity: 5
E, eV: -133117.42318
HOMO level (alpha / beta), eV: -12.76 / -13.24
ΔE to the lowest compared entry with this formula, charge and spin, kcal per mole: 352.5

Geometry (Å):
Ru  -0.440  -0.355  -0.856
C  3.611  0.028  -3.103
N  2.820  -0.673  -2.094
C  3.126  -0.308  -0.707
C  1.849  -1.527  -2.397
N  0.816  -1.714  -1.512
C  0.526  -3.034  -1.088
C  1.410  -4.106  -1.152
C  1.033  -5.333  -0.633
C  -0.207  -5.485  -0.023
C  -1.081  -4.414  0.065
C  -0.722  -3.189  -0.487
N  -1.481  -1.998  -0.415
C  -2.824  -2.044  -0.170
N  -3.308  -1.240  0.766
C  -4.641  -0.650  0.691
C  -2.459  -0.723  1.839
N  -3.639  -2.846  -0.874
C  -3.306  -3.338  -2.205
C  -4.839  -3.445  -0.292
N  1.854  -2.204  -3.551
C  3.081  -2.674  -4.194
C  0.624  -2.754  -4.109
H  3.680  1.073  -2.801
H  3.119  -0.024  -4.069
H  4.621  -0.375  -3.177
H  4.208  -0.322  -0.585
H  2.670  -1.009  -0.016
H  2.762  0.697  -0.486
H  2.399  -3.980  -1.577
H  1.720  -6.167  -0.676
H  -0.484  -6.437  0.408
H  -2.026  -4.529  0.580
H  -5.296  -1.027  1.478
H  -5.084  -0.848  -0.281
H  -4.530  0.428  0.811
H  -1.512  -1.259  1.858
H  -2.975  -0.873  2.787
H  -2.276  0.345  1.693
H  -2.487  -2.762  -2.624
H  -4.185  -3.236  -2.844
H  -3.016  -4.389  -2.169
H  -4.844  -3.307  0.784
H  -4.821  -4.515  -0.505
H  -5.749  -3.024  -0.718
H  3.929  -2.544  -3.529
H  3.270  -2.158  -5.135
H  2.966  -3.739  -4.398
H  -0.229  -2.181  -3.754
H  0.499  -3.802  -3.831
H  0.676  -2.677  -5.194
Cl  -2.632  1.032  -2.282
C  -3.968  2.192  -1.916
C  -4.478  3.274  -2.425
C  -3.966  4.322  -3.325
C  -2.895  5.103  -3.180
C  -1.939  5.131  -2.071
Cl  -1.896  6.643  -1.248
C  -1.113  4.145  -1.656
S  0.661  1.547  -2.261
H  -5.514  3.433  -2.107
H  -4.648  4.574  -4.130
H  -2.798  5.934  -3.871
Cl  1.060  -0.421  3.927
C  0.981  0.999  2.891
Cl  0.045  2.267  3.677
Cl  2.623  1.588  2.533
C  0.366  0.648  1.517
O  -0.271  1.491  0.886
O  0.602  -0.517  1.063
C  -0.177  3.687  -5.034
O  -1.125  2.974  -4.189
P  -0.867  2.692  -2.668
O  -0.346  4.127  -0.568
C  -0.964  4.412  0.713
O  -2.300  0.866  -0.763
C  -3.524  0.091  -3.213
H  -0.578  3.636  -6.039
H  0.794  3.197  -4.984
H  -0.104  4.722  -4.702
H  -2.033  4.204  0.656
H  -0.791  5.451  0.974
H  -0.489  3.738  1.419
H  -2.984  -0.734  -3.649
H  -1.429  0.157  -2.496
H  -4.588  0.251  -3.260



Here is a structure of composition C35H43CrN4O3S from the OMol25 dataset. Energies are from ωB97M-V/def2-TZVPD.

Largest force on an atom, Eh/bohr: 0.0463
Charge: -1
Orbital gap (alpha / beta), hartree: 0.2703 / 0.2850
Spin multiplicity: 5
E, eV: -88359.72910
HOMO level (alpha / beta), eV: -4.94 / -5.34

Geometry (Å):
Cr  0.355  0.158  0.557
C  3.143  -3.881  -0.968
C  3.163  -2.537  -0.222
C  4.498  -1.817  -0.442
C  2.858  -2.718  1.256
C  3.879  -3.190  2.080
C  3.671  -3.405  3.430
C  2.417  -3.152  3.956
C  1.362  -2.683  3.171
C  0.049  -2.457  3.912
C  -1.146  -3.219  3.329
C  -0.267  -0.973  4.091
C  1.585  -2.458  1.802
N  0.586  -1.892  0.918
C  0.074  -2.698  -0.030
O  0.031  -3.924  -0.082
C  -0.423  -1.917  -1.260
C  -0.881  -2.487  -2.423
C  -1.151  -1.648  -3.499
C  -0.970  -0.275  -3.381
C  -0.521  0.214  -2.176
N  -0.251  -0.610  -1.176
C  -0.231  1.689  -1.874
O  -0.428  2.511  -2.768
N  0.225  1.855  -0.621
C  0.627  3.170  -0.228
C  1.985  3.518  -0.205
C  2.334  4.796  0.219
C  1.367  5.712  0.618
C  0.031  5.347  0.597
C  -0.354  4.074  0.176
C  -1.821  3.682  0.143
C  -2.487  3.859  1.511
C  -2.566  4.457  -0.948
C  3.052  2.548  -0.686
C  3.244  2.663  -2.207
C  4.377  2.719  0.050
H  3.370  -3.736  -2.032
H  2.172  -4.372  -0.881
H  3.904  -4.549  -0.545
H  2.394  -1.903  -0.646
H  5.352  -2.461  -0.198
H  4.571  -0.911  0.172
H  4.597  -1.527  -1.493
H  4.858  -3.382  1.656
H  4.479  -3.754  4.068
H  2.242  -3.304  5.019
H  0.222  -2.859  4.909
H  -1.415  -2.838  2.341
H  -2.014  -3.112  3.996
H  -0.927  -4.284  3.208
H  -0.478  -0.494  3.139
H  0.574  -0.437  4.540
H  -1.140  -0.857  4.744
H  -1.007  -3.563  -2.463
H  -1.490  -2.069  -4.438
H  -1.155  0.424  -4.190
H  3.381  5.083  0.248
H  1.659  6.706  0.948
H  -0.728  6.060  0.914
H  -1.871  2.627  -0.104
H  -2.522  4.914  1.804
H  -1.943  3.312  2.289
H  -3.517  3.486  1.484
H  -2.547  5.534  -0.733
H  -3.617  4.139  -1.003
H  -2.097  4.288  -1.922
H  2.695  1.551  -0.480
H  3.654  3.652  -2.453
H  2.295  2.553  -2.747
H  3.947  1.897  -2.571
H  4.855  3.675  -0.201
H  5.068  1.924  -0.246
H  4.243  2.673  1.138
C  -3.580  -1.712  0.258
C  -3.153  -0.570  1.142
C  -3.925  -0.313  2.405
O  -2.250  0.131  0.828
H  -4.617  -1.997  0.447
H  -2.939  -2.578  0.479
H  -3.439  -1.449  -0.792
H  -4.259  -1.250  2.865
H  -4.818  0.266  2.129
H  -3.330  0.271  3.104
S  2.822  2.070  4.155
C  1.913  1.405  2.969
N  1.264  0.930  2.124



Here is a cluster of 2 separate species, C8H3F3N5O7 in total from the OMol25 dataset. Energies are from ωB97M-V/def2-TZVPD.

Largest force on an atom, Eh/bohr: 0.0488
Charge: -1
Orbital gap, hartree: 0.2186
E, eV: -38270.49195
HOMO level, eV: -5.23

Geometry (Å):
O  2.933  3.833  0.841
N  1.710  3.615  0.822
O  0.850  4.524  0.748
C  1.177  2.271  0.895
C  -0.201  2.074  0.785
C  -0.737  0.753  0.807
N  -2.163  0.573  0.959
O  -2.876  1.598  0.883
O  -2.640  -0.552  1.215
C  0.099  -0.371  0.746
C  1.469  -0.172  0.959
N  2.471  -1.081  1.326
O  2.533  -2.293  1.408
O  3.608  -0.279  1.661
N  3.330  1.043  1.536
C  2.037  1.112  1.119
H  -0.864  2.928  0.674
H  -0.302  -1.363  0.474
H  -2.059  -2.016  -0.423
N  -1.197  -1.622  -0.779
C  -1.116  -1.499  -2.095
C  -1.690  -2.819  -2.785
F  -1.225  -3.963  -2.186
F  -3.065  -2.813  -2.661
F  -1.381  -2.885  -4.108
O  -0.701  -0.594  -2.819



Here is a cluster of 14 separate species, C6H42N2O13 in total from the OMol25 dataset. Energies are from ωB97M-V/def2-TZVPD.

Largest force on an atom, Eh/bohr: 0.0722
Charge: -1
Orbital gap (alpha / beta), hartree: 0.0842 / 0.3033
Spin multiplicity: 2
E, eV: -36499.30610
HOMO level (alpha / beta), eV: -0.06 / -6.08
ΔE to the lowest compared entry with this formula, charge and spin, kcal per mole: 32.3

Geometry (Å):
C  1.334  -0.474  -1.890
N  1.030  0.126  -0.631
C  1.833  -0.209  0.569
C  3.198  0.531  0.616
C  0.866  0.314  1.701
C  0.591  -1.780  -1.893
N  -0.890  -1.618  -1.575
C  -1.835  -1.934  -2.697
H  2.373  -0.539  -2.302
H  0.919  0.239  -2.748
H  1.096  1.164  -0.638
H  2.048  -1.270  0.491
H  3.040  1.431  1.233
H  3.956  -0.149  1.003
H  3.749  0.726  -0.343
H  1.480  0.151  2.536
H  0.485  1.311  1.563
H  -0.013  -0.374  1.860
H  0.678  -2.546  -1.074
H  0.593  -2.303  -2.795
H  -1.105  -0.602  -1.433
H  -1.382  -2.825  -3.180
H  -1.850  -1.170  -3.478
H  -2.832  -2.069  -2.257
H  2.597  3.454  -0.089
H  3.859  3.083  -0.996
O  2.915  3.087  -0.952
H  1.070  -3.475  2.874
H  -0.014  -2.493  2.883
O  0.954  -2.551  3.143
H  -2.125  -3.339  0.129
H  -1.221  -2.238  0.299
O  -1.493  -3.033  0.842
H  -0.973  4.552  1.135
H  -0.250  3.862  -0.007
O  -0.653  3.655  0.877
H  -0.543  1.474  -2.222
H  -1.525  1.771  -3.548
O  -0.693  1.896  -3.090
H  -3.149  1.231  -1.202
H  -1.651  1.280  -0.479
O  -2.184  1.143  -1.248
H  -2.937  -1.408  1.703
H  -3.125  -2.363  2.701
O  -3.424  -1.433  2.585
H  2.028  4.251  2.170
H  0.974  3.517  1.197
O  1.922  3.608  1.458
H  -2.074  1.429  2.796
H  -1.870  -0.046  3.271
O  -1.909  0.856  3.601
H  -4.758  0.608  0.520
H  -4.771  -0.149  -0.725
O  -4.647  0.793  -0.419
H  2.313  -3.794  -0.696
H  3.151  -2.457  -0.902
O  2.991  -3.362  -1.179
H  1.358  3.546  -1.679
H  -0.117  3.269  -2.235
O  0.420  3.778  -1.591
H  1.136  -5.123  0.990
H  0.065  -3.922  0.837
O  1.016  -4.188  0.928